Version P
Formula: C6H8NS2
Source: OMol25
Level of theory: ωB97M-V/def2-TZVPD

Its highest occupied orbital energy is -12.67 eV. Its total charge is +1. The calculation puts the gap between HOMO and LUMO at 0.272 Ha.

Cartesian coordinates (Å):
C1 3.237 -0.606 0.664
C2 2.534 0.289 0.207
C3 1.399 1.259 -0.315
C4 0.020 0.461 -0.440
S1 0.517 -1.134 -1.268
C5 -0.830 0.228 0.883
N1 -2.001 -0.576 0.419
C6 -2.448 -0.201 -0.779
S2 -1.382 1.159 -1.440
H1 3.625 -1.590 1.054
H2 1.257 2.036 0.510
H3 1.688 1.725 -1.306
H4 -0.271 -2.137 -0.709
H5 -0.236 -0.168 1.754
H6 -1.314 1.252 1.035
H7 -2.371 -1.323 1.026
H8 -3.348 -0.655 -1.299

Version Q
Formula: C6H8NS2
Source: OMol25
Level of theory: ωB97M-V/def2-TZVPD

Its highest occupied orbital energy (spin up / spin down) is -10.69 / -12.04 eV. Its total charge is +1. The calculation puts the gap between HOMO and LUMO (spin up / spin down) at 0.196 / 0.274 Ha.

Cartesian coordinates (Å):
C1 -0.277 0.089 2.990
C2 -0.499 -1.043 3.738
C3 0.074 -0.178 1.668
C4 0.322 -1.527 1.395
C5 0.985 -2.151 0.415
C6 -0.832 0.662 -0.992
N1 -0.081 0.916 -2.290
S1 -0.217 -2.491 2.827
S2 -0.045 1.144 0.517
H1 -0.197 1.062 3.404
H2 -0.960 -1.236 4.721
H3 0.979 -3.209 0.382
H4 1.536 -1.573 -0.274
H5 -1.601 -0.134 -1.032
H6 -0.776 1.226 -2.966
H7 0.511 0.179 -2.641
H8 0.495 1.753 -2.344

Most stable: version Q

Version P
Formula: CH3NO2S2
Source: OMol25
Level of theory: ωB97M-V/def2-TZVPD

Its highest occupied orbital energy (spin up / spin down) is -9.24 / -9.24 eV. The calculation puts the gap between HOMO and LUMO (spin up / spin down) at 0.297 / 0.296 Ha.

Cartesian coordinates (Å):
C1 1.078 -0.901 -0.277
N1 -1.249 0.169 0.436
O1 0.235 1.324 -1.265
O2 0.878 1.294 1.141
S1 2.553 -1.369 -0.112
S2 0.275 0.671 0.007
H1 -0.270 -1.965 -0.933
H2 -1.926 0.226 -0.305
H3 -1.574 0.551 1.308

Version Q
Formula: CH3NO2S2
Source: OMol25
Level of theory: ωB97M-V/def2-TZVPD

Its highest occupied orbital energy (spin up / spin down) is -8.54 / -8.54 eV. The calculation puts the gap between HOMO and LUMO (spin up / spin down) at 0.271 / 0.271 Ha.

Cartesian coordinates (Å):
C1 2.081 -0.189 -0.079
N1 1.707 0.992 0.252
O1 1.875 1.998 -0.719
O2 0.956 1.256 1.205
S1 3.018 -1.427 0.043
S2 -1.047 -0.538 0.254
H1 1.247 2.704 -0.486
H2 -0.620 -1.360 1.204
H3 -1.239 -1.545 -0.600

Version R
Formula: CH3NO2S2
Source: OMol25
Level of theory: ωB97M-V/def2-TZVPD

Its highest occupied orbital energy is -8.51 eV. The calculation puts the gap between HOMO and LUMO at 0.312 Ha.

Cartesian coordinates (Å):
C1 0.744 0.148 -1.076
N1 -0.974 0.286 1.644
O1 -0.357 -0.220 2.841
O2 -1.706 -0.465 1.092
S1 -0.594 -0.476 -1.876
S2 2.112 0.838 -1.847
H1 0.172 0.591 3.239
H2 -1.492 -0.959 -0.843
H3 2.095 0.257 -3.174

Most stable: version P

Version P
Formula: C3H2N4
Source: OMol25
Level of theory: ωB97M-V/def2-TZVPD

Its highest occupied orbital energy is -9.79 eV. Its SMILES is N#CC=C=N.N#N. The calculation puts the gap between HOMO and LUMO at 0.382 Ha.

Cartesian coordinates (Å):
N1 -0.025 -1.093 2.448
C1 -0.231 -0.232 1.700
C2 -0.493 0.843 0.799
C3 0.168 0.941 -0.344
N2 0.689 0.961 -1.441
N3 0.134 -2.297 -1.748
N4 -0.595 -2.158 -0.935
H1 -1.228 1.595 1.066
H2 1.582 1.439 -1.545

Version Q
Formula: C3H2N4
Source: OMol25
Level of theory: ωB97M-V/def2-TZVPD

Its highest occupied orbital energy is -9.96 eV. The calculation puts the gap between HOMO and LUMO at 0.348 Ha.

Cartesian coordinates (Å):
C1 -0.448 0.034 -1.622
C2 -0.065 0.128 -0.286
C3 0.483 -0.472 1.577
H1 0.755 -1.136 2.344
H2 1.104 1.636 1.983
N1 -1.355 -0.748 -2.436
N2 -0.104 -1.029 0.459
N3 0.683 0.816 1.449
N4 0.536 1.155 0.194

Most stable: version P